1 | The following is a DFT calculation (wB97M-V/def2-TZVPD) of C5H10N2O2S in the gas phase.

The geometry in ORCA input format:
```
! RIJCOSX wB97M-V def2-TZVPD def2/J DEFGRID3
* xyz 0 1
C -0.185 -0.043 -0.289
C -1.847 1.527 0.327
C 2.278 0.454 -0.124
C 1.353 -1.926 0.317
C 1.167 -0.578 -0.496
N -1.317 -0.996 -0.067
N -0.540 1.243 -0.115
O -3.408 -0.654 1.197
O -3.416 0.085 -1.205
S -2.694 -0.123 0.055
H -1.779 1.974 1.303
H -2.547 2.127 -0.175
H 3.056 0.366 -0.847
H 2.697 0.079 0.779
H 1.955 1.571 -0.119
H 2.354 -2.372 0.068
H 0.446 -2.427 -0.104
H 1.241 -1.547 1.379
H 1.183 -0.814 -1.522
H 0.005 2.054 -0.361
*
```

- SMILES string = CC(C)C1=NS(=O)(=O)CN1
- orbital gap (eV) = 9.68
- E_HOMO (eV) = -9.42

2 | The following is a DFT calculation (wB97M-V/def2-TZVPD) of a molecular structure, C5H10N2O2S.

The geometry in ORCA input format:
```
! RIJCOSX wB97M-V def2-TZVPD def2/J DEFGRID3
* xyz 0 1
C -1.021 -1.777 -0.284
C -2.165 -2.228 0.246
C 1.686 1.685 0.692
C 1.198 1.138 -0.644
C -0.282 0.828 -0.625
N -1.068 -0.458 1.575
N -0.386 -0.770 0.406
O 1.907 -0.005 -1.070
O -0.831 0.558 -1.835
S -2.593 -1.329 1.688
H -0.547 -2.154 -1.173
H -2.776 -3.045 -0.075
H 1.476 0.973 1.485
H 1.175 2.619 0.910
H 2.755 1.868 0.644
H 1.373 1.888 -1.430
H -0.921 1.478 -0.038
H -0.490 -0.688 2.383
H 1.665 -0.719 -0.465
H -0.156 0.141 -2.392
*
```

- orbital gap (eV) = 7.71
- E_HOMO (eV) = -6.91

3 | The following is a DFT calculation (wB97M-V/def2-TZVPD) of C5H10N2O2S in the gas phase.

The geometry in ORCA input format:
```
! RIJCOSX wB97M-V def2-TZVPD def2/J DEFGRID3
* xyz 0 1
C 0.294 0.958 -0.405
C -1.358 -1.545 -0.508
C 1.553 0.539 0.144
C 2.149 -0.668 -0.603
C 1.880 0.734 1.558
N -0.921 1.089 -0.652
N -3.372 0.645 -0.572
O 1.427 1.720 -0.690
O -2.023 0.054 1.425
S -1.933 -0.099 0.007
H -1.187 -1.519 -1.536
H -1.844 -2.383 -0.002
H 3.177 -0.463 -0.626
H 1.637 -0.701 -1.630
H 1.960 -1.561 -0.048
H 3.077 0.816 1.742
H 1.603 -0.108 2.319
H 1.443 1.689 1.957
H -3.371 0.703 -1.619
H -4.192 0.102 -0.262
*
```

- SMILES string = C=[S@@](N)(=O)/N=C1/OC1(C)C
- orbital gap (eV) = 8.95
- E_HOMO (eV) = -8.35

Which structure is most stable? 1, by 0.0264 hartree over the runner-up.